{"formula": "C2H10O2S", "method": "ωB97M-V/def2-TZVPD", "total_charge": 0, "smiles": "CSC.O.O", "gap_ev": 8.77, "elements": ["C", "S", "C", "H", "H", "H", "H", "H", "H", "O", "H", "H", "O", "H", "H"], "xyz": [[-0.35586, -1.90680, 0.87802], [-0.07994, -0.15037, 1.40153], [-1.25006, 1.08231, 0.78697], [-0.33466, -1.92308, -0.19745], [-1.36580, -2.24338, 1.11926], [0.32745, -2.57421, 1.40266], [-2.23529, 0.86673, 1.26788], [-0.96930, 2.06442, 1.15878], [-1.77033, 1.04780, -0.17436], [1.12225, -0.53583, -2.53883], [1.20323, -0.71689, -1.59686], [0.49728, -1.21829, -2.79435], [1.50564, 1.96143, 0.07512], [2.28362, 2.56300, 0.06473], [1.42178, 1.68314, -0.85310]], "forces_ev_per_a": [[-1.86, 1.13, -0.03], [1.35, -0.42, 0.43], [-3.35, -1.38, 0.71], [0.59, -0.48, -0.44], [-0.04, 0.03, 0.26], [0.31, 0.48, -0.27], [0.64, 0.21, 0.80], [0.46, -0.19, -0.45], [1.66, 0.20, -0.95], [-0.11, -0.15, 0.28], [0.26, 0.23, 0.28], [-0.13, -0.02, -0.42], [1.05, 0.84, -0.62], [-0.78, -0.57, 0.03], [-0.05, 0.07, 0.39]]}

{"formula": "C36H26BF4N4O4S3Ti", "method": "ωB97M-V/def2-TZVPD", "total_charge": -1, "gap_ev": 7.88, "elements": ["Ti", "O", "C", "C", "C", "C", "C", "C", "C", "N", "C", "C", "N", "C", "C", "C", "C", "C", "C", "C", "O", "H", "H", "H", "H", "H", "H", "H", "H", "H", "H", "H", "H", "H", "H", "S", "C", "C", "C", "C", "C", "C", "N", "C", "C", "C", "C", "C", "C", "C", "H", "H", "H", "H", "H", "H", "H", "H", "O", "S", "O", "N", "C", "S", "C", "C", "C", "C", "C", "C", "H", "H", "H", "H", "F", "B", "F", "F", "F"], "xyz": [[-0.40411, -0.13125, -0.06157], [1.12334, 0.04131, 0.91001], [2.38969, 0.36721, 1.11504], [2.71587, 1.69140, 1.42315], [4.03672, 2.05512, 1.60527], [5.05523, 1.11083, 1.50768], [4.72432, -0.20859, 1.25993], [3.40222, -0.60977, 1.06498], [3.11070, -2.04600, 0.94019], [1.97169, -2.51181, 0.66310], [1.72953, -3.91998, 0.84223], [1.04578, -4.10621, 2.19975], [-0.16716, -3.32049, 2.28322], [-0.25926, -2.46268, 3.20092], [-1.48440, -1.65392, 3.42010], [-2.11540, -1.77659, 4.65833], [-3.30532, -1.12811, 4.93495], [-3.88340, -0.32321, 3.95953], [-3.26219, -0.15232, 2.73737], [-2.05640, -0.80058, 2.47061], [-1.44257, -0.50594, 1.31704], [1.90447, 2.40503, 1.49495], [4.27440, 3.08940, 1.82355], [6.08967, 1.39743, 1.64465], [5.50183, -0.96479, 1.22136], [3.95682, -2.71080, 1.18855], [2.65409, -4.51872, 0.82915], [1.06445, -4.26872, 0.04952], [1.75904, -3.84544, 2.99756], [0.77462, -5.15976, 2.31190], [0.54577, -2.32525, 3.93938], [-1.65814, -2.41409, 5.40767], [-3.77875, -1.24810, 5.90093], [-4.81728, 0.18837, 4.15653], [-3.67479, 0.48368, 1.96634], [1.71937, -1.59688, -4.04247], [2.56253, -0.12576, -3.68900], [3.59538, 0.46929, -4.40386], [4.16359, 1.61613, -3.88511], [3.70785, 2.15278, -2.67905], [2.67683, 1.56384, -1.97675], [2.08405, 0.41544, -2.49088], [1.05362, -0.32485, -1.90214], [0.80258, -1.40088, -2.59028], [-0.16025, -2.37873, -2.10937], [-0.43879, -3.55249, -2.80618], [-1.36807, -4.43699, -2.29004], [-2.01312, -4.12604, -1.09767], [-1.72454, -2.95055, -0.41740], [-0.77052, -2.05802, -0.89852], [3.94912, 0.04058, -5.33243], [4.97098, 2.10129, -4.41872], [4.15985, 3.05549, -2.28929], [2.32031, 1.99387, -1.05831], [0.05729, -3.77126, -3.74582], [-1.60334, -5.35212, -2.81894], [-2.75712, -4.80428, -0.69622], [-2.25325, -2.73720, 0.49881], [0.59519, 3.78296, -2.11440], [-0.53009, 2.89807, -1.94692], [-0.81392, 1.98244, -3.01062], [-0.41780, 2.12683, -0.47253], [-1.09293, 2.82147, 0.47568], [-0.98132, 2.60711, 2.11001], [-2.02437, 3.83189, -0.12197], [-2.98360, 4.59549, 0.52000], [-3.80269, 5.40452, -0.25325], [-3.66274, 5.45740, -1.63935], [-2.68926, 4.70626, -2.28294], [-1.89671, 3.90165, -1.49082], [-3.08906, 4.52728, 1.59450], [-4.57380, 5.99642, 0.22385], [-4.32576, 6.08639, -2.21992], [-2.56655, 4.73353, -3.35725], [-2.03633, 0.20060, -1.27024], [-3.56046, 0.20230, -1.25786], [-3.91205, 1.41261, -0.68400], [-3.94645, 0.08624, -2.56814], [-3.94474, -0.87078, -0.47808]], "forces_ev_per_a": [[0.07, 0.45, -0.42], [0.19, -0.03, 0.00], [-0.14, -0.12, 0.02], [0.07, -0.02, -0.03], [-0.03, 0.04, -0.02], [0.01, -0.03, 0.01], [-0.01, 0.00, 0.00], [0.04, -0.01, -0.05], [0.02, 0.08, 0.05], [-0.04, -0.02, 0.00], [0.03, 0.02, -0.03], [-0.04, 0.01, 0.01], [-0.04, -0.06, 0.00], [0.03, 0.04, -0.04], [-0.09, -0.02, 0.07], [0.02, -0.02, -0.05], [-0.01, 0.02, 0.01], [-0.01, 0.01, -0.03], [0.00, -0.05, 0.06], [0.10, 0.22, -0.08], [-0.22, -0.31, 0.15], [-0.01, 0.01, 0.01], [0.01, 0.00, 0.00], [0.00, 0.01, 0.00], [0.00, 0.00, 0.00], [0.01, -0.01, -0.02], [0.00, -0.01, 0.00], [-0.02, 0.01, 0.00], [0.01, 0.01, 0.00], [0.00, 0.00, -0.01], [0.03, 0.01, -0.02], [-0.01, 0.00, 0.00], [0.00, 0.00, 0.00], [0.00, 0.00, 0.01], [-0.01, 0.02, -0.02], [0.03, -0.02, -0.05], [0.05, 0.01, 0.02], [-0.01, -0.02, 0.02], [0.02, 0.02, -0.01], [0.00, 0.00, 0.02], [-0.05, 0.06, -0.10], [-0.08, -0.10, 0.10], [-0.05, 0.06, -0.10], [-0.02, 0.02, 0.13], [0.06, 0.01, -0.07], [-0.03, -0.06, -0.01], [0.00, 0.02, 0.00], [0.01, 0.00, 0.01], [0.03, -0.04, 0.04], [0.02, -0.04, 0.10], [-0.01, -0.01, 0.00], [0.00, 0.00, 0.00], [0.00, -0.01, 0.00], [-0.08, 0.06, 0.09], [0.00, 0.01, 0.00], [0.01, 0.00, 0.00], [0.01, 0.00, 0.00], [-0.01, 0.01, 0.00], [0.09, -0.02, 0.00], [0.00, -0.10, 0.06], [0.04, -0.04, 0.02], [0.05, -0.14, 0.06], [-0.06, 0.08, 0.00], [0.02, -0.02, -0.02], [0.01, -0.07, 0.01], [0.00, -0.01, 0.02], [0.00, 0.01, -0.02], [-0.01, 0.01, 0.02], [0.01, 0.00, 0.04], [-0.06, 0.05, -0.06], [0.00, 0.00, 0.00], [0.00, 0.00, 0.00], [0.00, 0.00, 0.00], [0.00, -0.01, 0.00], [-0.01, -0.08, 0.01], [0.07, -0.02, 0.06], [0.01, 0.01, 0.01], [-0.01, 0.01, 0.02], [-0.02, 0.02, 0.00]]}

{"formula": "C6H13N2", "method": "ωB97M-V/def2-TZVPD", "total_charge": 1, "gap_ev": 7.88, "elements": ["C", "C", "C", "C", "C", "C", "N", "N", "H", "H", "H", "H", "H", "H", "H", "H", "H", "H", "H", "H", "H"], "xyz": [[-0.53725, 0.53553, 0.26696], [1.73327, -0.38605, 0.17491], [-1.39601, -0.43532, 0.12351], [-0.40121, 1.90819, 0.04113], [2.33467, -0.26787, -1.09906], [-2.92623, -0.05307, 0.11114], [-1.10425, -1.77426, 0.11773], [2.36008, -0.32651, 1.33348], [-0.66516, 2.35811, -0.97171], [0.70664, 2.20316, 0.06705], [-0.92946, 2.52554, 0.81809], [1.56921, 0.33828, -1.66444], [2.66137, -1.29149, -1.52506], [3.41986, 0.21880, -1.09010], [-3.12646, 0.17246, -0.88454], [-2.99257, 0.73851, 0.81816], [-3.52099, -0.89312, 0.46022], [-1.85052, -2.43944, 0.15477], [-0.23445, -2.11253, 0.34447], [1.71474, -0.39909, 2.22757], [3.38978, -0.41259, 1.49143]], "forces_ev_per_a": [[1.80, -1.95, -0.23], [-1.98, 1.37, 3.52], [-1.14, -2.19, 0.69], [1.64, 4.02, -0.86], [3.07, 0.19, -2.04], [2.52, -1.33, 1.17], [-2.47, 1.09, -0.72], [-1.98, -0.97, 1.19], [-0.15, -1.05, 0.94], [-1.42, -0.28, 0.47], [0.61, -0.49, -0.49], [1.34, -0.99, -0.32], [-1.35, 1.38, 0.27], [-2.21, -0.44, 0.13], [-0.85, 0.77, -1.54], [-0.64, 0.90, 0.14], [0.08, -0.05, -0.05], [-0.22, 0.01, 0.04], [2.30, -0.50, 0.41], [2.07, 0.27, -2.38], [-1.02, 0.26, -0.35]]}

{"formula": "C6H13O4PS", "method": "ωB97M-V/def2-TZVPD", "total_charge": 0, "smiles": "COP(=O)(OC)[C@@H](SC)C(C)=O", "gap_ev": 9.26, "elements": ["C", "O", "P", "O", "O", "C", "C", "S", "C", "C", "C", "O", "H", "H", "H", "H", "H", "H", "H", "H", "H", "H", "H", "H", "H"], "xyz": [[-2.85951, -0.90123, 0.68858], [-1.53980, -0.79189, 0.06869], [-0.59551, 0.45229, 0.56660], [-0.55077, 0.63734, 1.98677], [-1.27172, 1.71030, -0.05693], [-0.63213, 2.56384, -1.12269], [0.78206, -0.00065, -0.56469], [2.35414, 0.95277, -0.49577], [2.61296, 1.19432, 1.31331], [0.82711, -1.56907, -0.16518], [0.52167, -2.64571, -1.13702], [1.18777, -1.79374, 0.93903], [-3.46211, -1.53187, 0.08638], [-3.20509, 0.07927, 0.78271], [-2.84374, -1.44436, 1.59498], [-1.36553, 3.23026, -1.67142], [-0.11872, 1.77273, -1.71207], [0.20121, 3.12425, -0.67594], [0.44069, -0.06130, -1.63903], [3.58768, 1.58927, 1.62149], [2.59080, 0.23868, 1.78948], [1.83376, 1.92498, 1.65772], [0.00929, -2.23656, -1.96261], [0.02398, -3.38857, -0.50811], [1.47150, -3.10533, -1.38429]], "forces_ev_per_a": [[1.63, -0.61, -0.82], [-0.09, 0.30, 0.62], [-1.15, -0.93, -2.57], [0.84, -0.29, 2.15], [-0.34, 2.78, -1.90], [0.26, -1.60, 0.49], [-0.26, -2.02, -0.15], [0.00, -0.38, 0.34], [-0.78, 1.03, -0.02], [1.32, 2.16, -0.73], [0.49, -0.25, 1.40], [0.58, -0.81, 1.89], [-0.57, -0.11, -1.21], [-1.14, 1.30, 0.35], [0.58, -0.08, 1.40], [0.71, -1.23, 0.91], [-0.68, 1.33, -0.59], [-0.62, 0.17, 0.05], [0.25, 0.78, 1.10], [0.00, 0.21, -0.99], [-0.67, -0.55, 0.40], [0.68, -1.04, 0.04], [-0.78, -0.22, -1.06], [-0.49, -0.01, -0.65], [0.24, 0.06, -0.46]]}

{"formula": "C10H27Cl2N2O2P2Ti", "method": "ωB97M-V/def2-TZVPD", "total_charge": 2, "multiplicity": 2, "gap_ev": [8.09, 7.03], "s2": 0.77, "elements": ["C", "C", "H", "H", "H", "O", "Cl", "Ti", "P", "C", "C", "H", "H", "H", "H", "H", "H", "C", "H", "H", "H", "P", "C", "C", "H", "H", "H", "C", "H", "H", "H", "H", "H", "H", "Cl", "C", "N", "C", "N", "O", "H", "H", "H", "H", "H", "H"], "xyz": [[2.49080, -0.62036, -1.72655], [1.03771, -0.67692, -1.37445], [2.75856, -1.31504, -2.55596], [3.14662, -0.83355, -0.84992], [2.75289, 0.39624, -2.03469], [0.18608, -1.36093, -1.91684], [2.69084, 1.61837, 1.15329], [0.63276, 0.63965, 0.80871], [1.22708, -1.78144, 1.23893], [0.43800, -3.27499, 0.50192], [2.99223, -2.15300, 1.49888], [3.14975, -2.74019, 2.41343], [1.16661, -2.95256, 3.34474], [3.44781, -1.17098, 1.65828], [1.07756, -1.16288, 3.58587], [0.36068, -3.20620, -0.59769], [3.42814, -2.59807, 0.61258], [0.70190, -2.00789, 2.98507], [0.99732, -4.19228, 0.77488], [-0.40589, -2.03500, 3.03957], [-0.59545, -3.34747, 0.86587], [0.24651, 1.98228, -1.38181], [-0.90871, 1.61419, -2.73109], [-0.50674, 3.51871, -0.68649], [2.47543, 2.88241, -1.41901], [1.37890, 3.90309, -2.41717], [2.06047, 2.33091, -3.06333], [1.67565, 2.86011, -2.18238], [0.03899, 3.81374, 0.22548], [-0.40606, 4.32403, -1.44637], [-0.73834, 2.27782, -3.59802], [-1.95047, 1.74488, -2.41035], [-1.56866, 3.32281, -0.44275], [-0.84638, 0.57391, -3.07209], [-0.13185, 1.39491, 2.86189], [-3.90992, 0.71363, 2.06848], [-3.53572, -0.14513, 0.93673], [-2.37671, -0.34676, 0.28090], [-2.32565, -1.22891, -0.74508], [-1.27919, 0.25455, 0.56564], [-3.09283, 1.26376, 2.52913], [-4.40112, 0.07520, 2.81897], [-4.67654, 1.42117, 1.71747], [-4.28067, -0.70569, 0.53910], [-1.45522, -1.39723, -1.29531], [-3.16716, -1.67289, -1.07846]], "forces_ev_per_a": [[1.23, -0.18, -0.11], [-1.70, -2.38, -1.72], [-0.53, 0.34, 0.56], [-0.65, 0.20, -0.51], [-0.10, -0.04, 0.10], [2.61, 2.42, 1.59], [-1.28, -0.92, -0.71], [-0.59, 1.17, 1.13], [-0.09, -1.78, 1.79], [-0.15, 0.14, -0.83], [0.12, 0.93, -0.33], [-0.18, -0.06, -0.51], [-0.54, 0.54, -0.24], [0.28, -0.17, 0.03], [-0.20, -0.41, -0.14], [0.26, -0.24, 0.57], [0.24, -0.25, 0.03], [-0.36, 0.32, 0.23], [-0.23, 0.63, -0.02], [0.68, -0.03, 0.16], [0.31, 0.02, 0.10], [0.16, 2.46, -0.61], [-0.54, -0.70, -0.44], [-0.34, -0.19, 0.47], [-0.24, 0.17, -0.42], [0.14, -0.82, -0.04], [-0.17, 0.25, 0.13], [0.48, -0.61, 0.54], [-0.27, 0.00, -0.31], [-0.26, -0.59, 0.51], [0.10, -0.20, 0.51], [0.29, 0.12, 0.12], [0.55, 0.28, -0.03], [0.17, 0.28, -0.07], [0.74, -0.35, -1.06], [-0.83, 0.02, 0.10], [1.26, -0.55, -1.10], [-0.31, -0.17, -0.21], [0.02, -0.01, -0.09], [0.21, -0.12, -0.11], [0.23, -0.27, -0.32], [0.36, 0.24, -0.17], [0.38, -0.12, 0.10], [-0.12, 0.21, 0.33], [-1.17, 0.47, 0.94], [0.02, -0.06, 0.04]]}

{"formula": "C10H17BrN", "method": "ωB97M-V/def2-TZVPD", "total_charge": 1, "multiplicity": 3, "gap_ev": [7.61, 6.57], "s2": 2.01, "elements": ["C", "C", "C", "C", "C", "C", "C", "C", "C", "C", "N", "Br", "H", "H", "H", "H", "H", "H", "H", "H", "H", "H", "H", "H", "H", "H", "H", "H", "H"], "xyz": [[2.95001, 1.35952, -1.61483], [2.28640, 1.87780, -0.46361], [2.50731, 0.13708, -2.12079], [1.18598, 1.30646, 0.01880], [1.43005, -0.68948, -1.49172], [0.56556, 0.21695, -0.56390], [2.27103, -1.85048, -0.89768], [-2.01780, -0.38552, 1.78433], [-2.76893, 0.59747, -0.43090], [-1.64370, 0.35719, 0.56369], [-0.51875, -0.29593, -0.16553], [-0.09029, 2.22291, -2.66531], [3.82865, 1.72482, -2.07231], [2.75707, 2.77011, -0.10517], [2.86381, -0.40710, -3.02494], [0.69688, 1.87052, 0.83290], [0.59760, -1.15738, -2.19243], [2.52955, -1.55745, 0.16441], [3.15986, -1.97029, -1.49756], [1.69189, -2.79294, -0.78136], [-2.45121, 0.22908, 2.51678], [-2.68563, -1.18799, 1.59486], [-1.24343, -0.85077, 2.41958], [-3.49380, 1.23808, -0.07524], [-3.21421, -0.35433, -0.70314], [-2.30718, 1.11139, -1.20018], [-1.22247, 1.36489, 0.83668], [1.47509, 1.95878, -2.53631], [-0.70831, -1.25014, -0.61127]], "forces_ev_per_a": [[-1.29, -0.39, 2.32], [6.20, 1.40, -4.05], [-1.51, -2.19, -1.96], [-3.87, 0.39, 2.52], [-1.69, 0.28, -0.79], [4.19, -1.41, -0.47], [-1.41, -0.05, 2.58], [0.91, -1.36, 1.29], [1.19, -2.00, 0.91], [1.38, 1.67, -0.09], [-3.78, -3.11, -0.13], [1.87, -0.02, -0.41], [0.74, 1.02, -0.09], [-0.36, 0.36, 0.65], [0.33, 1.16, 0.65], [0.13, -0.68, -0.36], [2.00, 1.00, 0.54], [0.22, -0.31, -1.18], [0.20, -0.38, 0.03], [0.46, 0.50, -0.41], [-1.12, 1.20, 0.60], [-0.86, -0.71, -0.40], [0.48, 0.26, -0.87], [-1.67, 1.20, 1.20], [-0.09, 0.01, -0.39], [0.55, 0.67, -2.18], [-0.47, -0.95, -0.16], [-2.65, 0.68, -0.37], [-0.10, 1.75, 1.02]]}

Which formula does entry 5 have? C10H27Cl2N2O2P2Ti